P.
19
Properties=species:S:1:pos:R:3 method="wB97M-V/def2-TZVPD" homo_lumo_gap_ev=8.79 smiles=CCNC.CS
C -0.02329 0.95851 -2.26284
S -0.26600 -1.12921 -2.36364
H -0.12054 1.19615 -3.31565
H -0.87992 1.24405 -1.64142
H 0.93648 1.17074 -1.83662
C -1.82769 -0.44658 0.86678
C -0.46136 0.10552 1.25300
N 0.58784 -0.53907 0.43715
C 1.91665 -0.01500 0.75880
H -1.88569 -1.53594 0.92699
H -2.51030 -0.04066 1.63193
H -2.19735 -0.11409 -0.09807
H -0.49568 1.18848 1.09218
H -0.34614 -0.06935 2.33339
H 0.31184 -0.82070 -1.05350
H 0.52143 -1.53329 0.66243
H 1.93737 1.06483 0.60997
H 2.70501 -0.47776 0.16787
H 2.09734 -0.20663 1.83126

Q.
19
Properties=species:S:1:pos:R:3 method="wB97M-V/def2-TZVPD" homo_lumo_gap_ev=9.17
C -0.51385 -0.34793 2.64766
C -0.41364 -0.91027 1.25421
N 0.72267 -1.85780 1.07514
H -1.39427 0.29375 2.75555
H -0.48234 -1.09666 3.43514
H 0.37220 0.28538 2.81973
H -1.31716 -1.41690 0.89523
H -0.24385 -0.11559 0.51715
H 1.12455 -1.63183 0.13877
H 0.66221 -1.43289 -1.17674
H 1.44027 -1.57116 1.74064
C -0.20055 1.96039 -1.82602
C 0.02680 0.53227 -2.29322
S 1.60512 -0.08767 -1.61608
H 0.60412 2.61972 -2.15340
H -0.08926 2.00346 -0.73683
H -1.17233 2.38771 -2.08721
H 0.08317 0.48521 -3.38189
H -0.81387 -0.09919 -2.00781

R.
19
Properties=species:S:1:pos:R:3 method="wB97M-V/def2-TZVPD" homo_lumo_gap_ev=9.28 smiles=CCN.CSC
C 1.21988 0.64382 -1.99223
S 2.12808 1.90908 -0.94777
C 1.70890 3.55465 -1.62090
H 0.79968 1.08509 -2.92296
H 0.48124 0.51190 -1.29509
H 1.73564 -0.26766 -2.27590
H 2.64296 3.81503 -2.19436
H 0.84196 3.41375 -2.38203
H 1.48260 4.23848 -0.92649
C -0.82165 -2.52465 2.60973
C -1.09280 -1.49876 1.50842
N -2.42673 -1.55355 0.79825
H -0.92767 -3.50851 2.28866
H 0.24160 -2.59611 3.00307
H -1.44015 -2.21794 3.40184
H -1.12084 -0.46789 1.96603
H -0.32178 -1.40847 0.69946
H -2.55015 -2.38881 0.15592
H -2.58078 -0.73946 0.12636

S.
19
Properties=species:S:1:pos:R:3 method="wB97M-V/def2-TZVPD" homo_lumo_gap_ev=9.18 smiles=CNC.CSC
C -0.19629 2.80935 0.37204
S -1.64477 2.42633 1.41812
C -2.15324 0.74696 0.82344
H 0.45306 3.40294 1.00832
H 0.26992 1.84316 0.19111
H -0.52009 3.28616 -0.54886
H -1.89212 0.65511 -0.22873
H -3.20831 0.62050 1.03796
H -1.55030 0.02074 1.36331
C 1.51152 -0.52928 -0.99564
N 0.57374 -1.21301 -0.09815
C 0.53089 -2.65508 -0.34236
H 1.35855 -0.76409 -2.04349
H 2.51664 -0.91574 -0.74108
H 1.60036 0.51756 -0.72423
H 0.78901 -1.06995 0.88055
H 0.89357 -3.27956 0.47380
H -0.45780 -3.06844 -0.60363
H 1.12567 -2.83368 -1.24247

Most stable: S (next structure +11.1 kcal/mol)